P:
Here is a structure of composition C5H14NO2 from OMol25. Energies are from ωB97M-V/def2-TZVPD.

The value obtained for the frontier orbital gap is 0.258 Eh. As for the net charge: -1. Its molar mass is 120.17 g mol⁻¹. The value obtained for the LUMO energy is 3.44 eV.

Last column: Mulliken charge in e.
CARTESIAN COORDINATES (ANGSTROEM)
C: 3.222 0.691 -0.834  -1.253
C: 2.026 0.728 0.078  -0.002
N: 1.236 -0.460 -0.125  -0.588
C: -0.846 0.102 -1.453  -1.298
C: -0.453 -0.244 0.027  0.149
C: -1.332 0.427 1.094  -0.535
O: -2.675 0.011 1.067  -0.515
H: 2.819 0.512 -1.837  0.281
H: 3.832 1.596 -0.932  0.361
H: 3.823 -0.138 -0.468  0.275
H: 2.353 1.021 1.117  0.308
H: 1.449 1.667 -0.090  0.250
H: -0.830 -1.278 -0.074  0.123
H: -0.306 0.939 -1.843  0.339
H: -1.925 0.359 -1.537  0.357
H: -0.645 -0.793 -2.031  0.339
H: 0.574 -0.464 0.823  0.348
H: -1.351 1.515 1.053  0.259
H: -1.021 0.104 2.118  0.356
H: -3.512 -3.013 1.094  0.157
H: -2.824 -1.054 1.102  0.346
O: -3.616 -2.230 1.652  -1.056

***

Q:
Here is a cluster of 2 separate species, C5H14NO2 in total from OMol25. Energies are from ωB97M-V/def2-TZVPD.

The value obtained for the frontier orbital gap is 0.259 Eh. As for the net charge: -1. Its molar mass is 120.17 g mol⁻¹. The value obtained for the LUMO energy is 3.88 eV.

Last column: Mulliken charge in e.
CARTESIAN COORDINATES (ANGSTROEM)
C: -0.867 1.478 -0.074  -1.252
C: -0.925 0.110 0.644  1.434
C: -2.377 -0.123 0.987  -1.898
C: -0.014 0.140 1.860  -1.258
N: -0.267 1.333 -1.371  -0.482
C: 1.274 0.650 -1.505  -0.472
O: 1.190 -0.702 -1.380  -0.839
H: -1.809 2.077 -0.148  0.327
H: -0.075 2.067 0.390  0.432
H: -0.747 -0.844 0.012  0.068
H: -3.081 -0.163 0.091  0.366
H: -2.837 0.675 1.507  0.447
H: -2.695 -1.022 1.480  0.422
H: 0.108 -0.890 2.152  0.407
H: 1.086 0.559 1.501  0.228
H: -0.281 0.843 2.777  0.279
H: -0.898 0.909 -2.019  0.238
H: 1.637 1.055 -2.439  0.325
H: 1.893 1.147 -0.773  0.242
H: 1.250 -1.769 -0.176  0.462
H: 2.181 -2.977 0.101  0.226
O: 1.758 -2.364 0.588  -0.702

***

Most stable to least stable, the ends of the list are Q and P.

***

P:
Here is an isolated molecule of C6H13N3 from OMol25. Energies are from ωB97M-V/def2-TZVPD.

The value obtained for the frontier orbital gap is 0.345 Eh. As for the net charge: 0. The structure (SMILES) is C=C(/C=N\[C@H](C)N)NC. Its molar mass is 127.19 g mol⁻¹. The value obtained for the LUMO energy is 0.97 eV.

Last column: Mulliken charge in e.
CARTESIAN COORDINATES (ANGSTROEM)
C: 2.708 0.341 -0.209  -1.177
C: 1.543 -0.265 0.042  0.755
C: 0.757 0.118 1.257  -0.354
N: -0.458 0.430 1.324  -0.571
C: -1.347 0.634 -0.011  0.402
C: -1.170 2.101 -0.364  -1.376
N: -2.680 0.343 0.381  -0.701
N: 0.940 -1.143 -0.857  -0.209
C: 0.293 -2.341 -0.355  -0.910
H: 3.272 0.142 -1.108  0.282
H: 3.092 1.098 0.453  0.283
H: 1.360 0.158 2.172  0.426
H: -1.093 0.012 -0.875  0.365
H: -1.814 2.343 -1.206  0.349
H: -1.417 2.720 0.492  0.396
H: -0.139 2.288 -0.647  0.328
H: -2.919 0.922 1.182  0.271
H: -2.789 -0.625 0.666  0.257
H: 1.530 -1.332 -1.658  0.229
H: -0.345 -2.755 -1.143  0.303
H: 1.010 -3.113 -0.034  0.333
H: -0.334 -2.077 0.496  0.320

***

Q:
Here is an isolated molecule of C6H13N3 from OMol25. Energies are from ωB97M-V/def2-TZVPD.

The value obtained for the frontier orbital gap is 0.328 Eh. As for the net charge: 0. The structure (SMILES) is C=C(/C(N)=N/N)C(C)C. Its molar mass is 127.19 g mol⁻¹. The value obtained for the LUMO energy is 0.99 eV.

Last column: Mulliken charge in e.
CARTESIAN COORDINATES (ANGSTROEM)
C: -2.059 -1.153 0.075  -1.238
C: -0.961 -0.426 -0.101  0.277
C: 0.280 -0.972 -0.624  0.636
N: 0.234 -2.093 -1.447  -0.634
N: 1.371 -0.422 -0.223  0.130
N: 2.582 -0.972 -0.606  -0.915
C: -0.784 1.094 0.514  0.518
C: -0.180 2.102 -0.451  -1.490
C: -0.079 1.078 1.862  -1.389
H: -2.964 -0.715 0.469  0.289
H: -2.085 -2.221 -0.099  0.355
H: 1.006 -2.166 -2.095  0.234
H: -0.663 -2.267 -1.871  0.231
H: 2.621 -1.989 -0.560  0.221
H: 3.315 -0.559 -0.043  0.235
H: -1.831 1.362 0.677  0.412
H: -0.667 2.049 -1.423  0.343
H: -0.303 3.111 -0.057  0.441
H: 0.883 1.919 -0.586  0.299
H: -0.536 0.345 2.524  0.320
H: 0.973 0.835 1.735  0.304
H: -0.153 2.060 2.331  0.422

***

Most stable to least stable, the ends of the list are Q and P.

***

P:
Here is a structure of composition C6H13N3 from OMol25. Energies are from ωB97M-V/def2-TZVPD.

The value obtained for the frontier orbital gap is 0.261 Eh. As for the net charge: 0. Its molar mass is 127.19 g mol⁻¹. The value obtained for the LUMO energy is 0.73 eV.

Last column: Mulliken charge in e.
CARTESIAN COORDINATES (ANGSTROEM)
C: -0.540 -0.675 -0.373  0.365
C: 2.214 1.301 0.024  -1.297
N: -0.109 -0.022 0.738  -0.489
C: 1.708 -0.078 0.267  0.872
N: -0.628 -0.108 -1.626  -0.406
N: -0.518 -2.045 -0.310  -0.375
C: -2.430 0.158 0.566  -0.299
C: 2.443 -1.167 0.385  -0.974
C: -2.787 1.409 0.822  -0.627
H: -0.253 0.975 0.669  0.312
H: -0.602 0.903 -1.607  0.235
H: -1.126 -0.647 -2.320  0.209
H: -0.280 -2.431 0.589  0.251
H: -0.659 -2.596 -1.141  0.166
H: -3.182 -0.627 0.640  0.203
H: 1.920 1.971 0.837  0.309
H: 3.308 1.329 -0.027  0.406
H: 1.815 1.710 -0.908  0.269
H: 2.023 -2.160 0.499  0.184
H: 3.529 -1.133 0.332  0.295
H: -2.069 2.231 0.768  0.138
H: -3.776 1.704 1.176  0.252

***

Q:
Here is a structure of composition C6H13N3 from OMol25. Energies are from ωB97M-V/def2-TZVPD.

The value obtained for the frontier orbital gap is 0.326 Eh. As for the net charge: 0. Its molar mass is 127.19 g mol⁻¹. The value obtained for the LUMO energy is 0.78 eV.

Last column: Mulliken charge in e.
CARTESIAN COORDINATES (ANGSTROEM)
C: 1.799 1.682 1.118  -1.143
C: 0.999 0.518 0.736  0.584
C: -0.519 1.121 0.820  -0.464
C: -1.289 0.084 0.415  -0.784
C: -1.953 -1.287 -1.485  -0.785
C: 1.263 -0.429 -0.497  -0.050
H: 1.285 1.757 2.172  0.286
H: 1.576 2.651 0.416  0.191
H: 2.778 1.583 1.133  0.492
H: 1.066 -0.404 1.404  0.167
H: -0.649 2.263 0.483  0.279
H: -0.664 0.935 2.170  0.278
H: -1.245 -0.877 1.086  0.396
H: -2.414 0.428 0.597  0.208
H: -1.407 -2.131 -2.328  0.167
H: -2.146 -1.883 -0.550  0.316
H: -2.977 -1.010 -1.495  0.423
H: 0.278 -1.457 -1.712  0.226
H: 2.510 -1.490 -1.694  0.198
N: -0.998 -0.400 -0.945  -0.009
N: 0.205 -1.086 -0.876  -0.238
N: 2.501 -0.569 -0.971  -0.737

***

R:
Here is an isolated molecule of C6H13N3 from OMol25. Energies are from ωB97M-V/def2-TZVPD.

The value obtained for the frontier orbital gap is 0.358 Eh. As for the net charge: 0. The structure (SMILES) is [H]/N=C/[C@@](C)(/C=N/N)CC. Its molar mass is 127.19 g mol⁻¹. The value obtained for the LUMO energy is 0.97 eV.

Last column: Mulliken charge in e.
CARTESIAN COORDINATES (ANGSTROEM)
H: -1.143 3.195 -0.963  0.245
N: -0.622 2.369 -1.248  -0.595
C: -0.271 1.614 -0.300  -0.566
C: 0.385 0.297 -0.555  1.793
C: 1.254 0.321 -1.807  -1.792
C: 1.166 -0.137 0.625  -0.967
N: 0.701 -1.010 1.430  0.186
N: 1.383 -1.326 2.555  -0.700
C: -0.937 -0.767 -0.712  -0.800
C: -2.027 -0.757 0.344  -1.072
H: -0.528 1.788 0.754  0.456
H: 0.770 0.832 -2.637  0.417
H: 2.199 0.835 -1.619  0.398
H: 1.468 -0.686 -2.144  0.400
H: 2.168 0.291 0.758  0.437
H: 0.793 -1.755 3.248  0.228
H: 2.031 -0.637 2.923  0.222
H: -0.498 -1.756 -0.808  0.370
H: -1.358 -0.437 -1.663  0.432
H: -2.488 0.231 0.426  0.288
H: -1.637 -1.044 1.324  0.239
H: -2.808 -1.461 0.067  0.381

***

S:
Here is an isolated molecule of C6H13N3 from OMol25. Energies are from ωB97M-V/def2-TZVPD.

The value obtained for the frontier orbital gap is 0.341 Eh. As for the net charge: 0. The structure (SMILES) is CCN(C)/N=C\N1CC1. Its molar mass is 127.19 g mol⁻¹. The value obtained for the LUMO energy is 1.01 eV.

Last column: Mulliken charge in e.
CARTESIAN COORDINATES (ANGSTROEM)
C: -1.834 0.640 -1.685  -1.150
C: -0.719 1.319 -0.873  -0.631
N: -0.250 0.528 0.260  0.461
C: -1.095 0.754 1.472  -1.088
N: 1.047 1.102 0.495  -0.827
C: 2.023 0.328 0.633  0.043
N: 2.164 -1.051 0.461  -0.338
C: 1.133 -1.995 0.912  -0.231
C: 1.381 -1.762 -0.564  -0.122
H: -2.699 0.424 -1.087  0.312
H: -1.638 -0.382 -2.083  0.262
H: -2.186 1.262 -2.524  0.370
H: 0.166 1.502 -1.543  0.330
H: -0.968 2.313 -0.489  0.555
H: -0.519 0.591 2.392  0.354
H: -1.515 1.750 1.465  0.375
H: -1.936 0.051 1.470  0.318
H: 3.009 0.876 0.835  0.345
H: 0.250 -1.605 1.294  0.136
H: 1.569 -2.862 1.427  0.226
H: 2.025 -2.451 -1.065  0.274
H: 0.593 -1.333 -1.201  0.025

***

Most stable to least stable, the ends of the list are R and Q.

***

P:
Here is a structure of composition C6H13NO from OMol25. Energies are from ωB97M-V/def2-TZVPD.

The value obtained for the frontier orbital gap is 0.366 Eh. As for the net charge: 0. Its molar mass is 115.18 g mol⁻¹. The value obtained for the LUMO energy is 0.62 eV.

Last column: Mulliken charge in e.
CARTESIAN COORDINATES (ANGSTROEM)
C: 0.575 2.171 -1.030  0.474
C: -0.412 -1.401 -0.645  -0.593
C: 1.585 2.098 0.058  -1.123
C: -0.760 2.445 -0.832  -1.134
C: -0.460 -3.190 1.188  -1.226
C: -0.415 -1.729 0.845  0.897
O: -0.293 -0.043 -0.932  -0.512
N: -0.345 -0.859 1.760  -0.805
H: 0.929 1.962 -2.031  0.272
H: -0.306 0.078 1.350  0.235
H: 0.440 -1.922 -1.107  0.271
H: -1.313 -1.841 -1.101  0.300
H: 2.300 2.917 -0.068  0.379
H: 1.127 2.190 1.042  0.312
H: 2.140 1.162 0.013  0.250
H: -1.342 2.804 -1.672  0.344
H: -0.987 0.933 -0.740  0.414
H: -1.055 2.907 0.104  0.297
H: -1.366 -3.649 0.788  0.303
H: 0.390 -3.714 0.744  0.307
H: -0.433 -3.320 2.267  0.336

***

Q:
Here is an isolated molecule of C6H13NO from OMol25. Energies are from ωB97M-V/def2-TZVPD.

The value obtained for the frontier orbital gap is 0.363 Eh. As for the net charge: 0. The structure (SMILES) is CCC(=O)N(C)CC. Its molar mass is 115.18 g mol⁻¹. The value obtained for the LUMO energy is 0.92 eV.

Last column: Mulliken charge in e.
CARTESIAN COORDINATES (ANGSTROEM)
C: 0.996 2.642 1.139  -1.428
C: 0.513 1.634 0.159  -0.245
C: 0.343 0.266 0.821  0.617
O: 0.569 0.164 2.018  -0.674
N: -0.296 -0.796 0.256  0.119
C: -0.678 -2.014 1.044  -1.022
C: -0.922 -0.777 -1.069  -0.787
C: 0.105 -1.245 -2.114  -0.940
H: 0.299 2.890 1.961  0.299
H: 1.005 3.599 0.695  0.474
H: 1.968 2.366 1.477  0.327
H: -0.423 2.035 -0.190  0.266
H: 1.147 1.527 -0.680  0.291
H: -1.677 -1.873 1.529  0.288
H: -0.042 -2.175 1.890  0.339
H: -0.627 -2.828 0.349  0.383
H: -1.380 0.179 -1.300  0.379
H: -1.810 -1.450 -1.004  0.413
H: -0.286 -1.141 -3.152  0.323
H: 0.978 -0.688 -1.943  0.315
H: 0.215 -2.315 -1.886  0.263

***

Most stable to least stable, the ends of the list are Q and P.